The following is a quantum chemistry calculation of C5H10 as an isolated structure at a distorted geometry, from the OMol25 dataset.

The geometry in ORCA input format:
```
! wB97M-V def2-TZVPD RIJCOSX def2/J DEFGRID3
* xyz 0 1
C -1.332 -0.868 0.440
C -0.076 -0.099 0.122
C 0.557 -0.531 -1.096
C 1.316 -1.612 -1.349
C -0.047 0.488 -1.843
H -1.973 -0.525 1.251
H -2.007 -1.020 -0.405
H -1.048 -1.868 0.797
H 0.334 0.809 0.530
H 1.200 3.767 4.086
H 1.526 -1.878 -2.379
H 1.671 -2.164 -0.491
H 0.670 3.748 4.610
H -0.487 0.285 -2.827
H -0.305 1.465 -1.447
*
```

Orbital gap   0.266 hartree
Energy above the lowest of the compared OMol25 structures with the same formula, charge and spin   5.416 eV
Electronic energy   -5341.85011 eV
M   70.135 g/mol

The following is a quantum chemistry calculation of a single C5H10 molecule at a distorted geometry, from the OMol25 dataset.

The geometry in ORCA input format:
```
! wB97M-V def2-TZVPD RIJCOSX def2/J DEFGRID3
* xyz 0 1
C 1.439 0.183 2.203
C 0.447 0.563 1.404
C -0.240 -0.341 0.429
C -0.870 0.291 -0.816
C -0.317 -0.259 -2.125
H 2.141 -0.494 1.724
H 1.537 0.525 3.222
H -0.171 1.404 1.726
H -0.937 -0.943 1.026
H 0.364 -1.214 0.138
H -1.950 0.116 -0.817
H -0.886 1.382 -0.739
H -0.813 0.280 -2.930
H -0.500 -1.334 -2.160
H 0.755 -0.161 -2.284
*
```

SMILES string   C=CCCC
Orbital gap   0.380 hartree
Energy above the lowest of the compared OMol25 structures with the same formula, charge and spin   1.574 eV
Electronic energy   -5345.69187 eV
M   70.135 g/mol

The following is a quantum chemistry calculation of a single C5H10 molecule, from the OMol25 dataset.

The geometry in ORCA input format:
```
! wB97M-V def2-TZVPD RIJCOSX def2/J DEFGRID3
* xyz 0 1
C -1.185 0.539 -0.117
C 0.223 1.271 -0.295
C 1.313 0.151 -0.179
C 0.500 -1.152 0.049
C -0.841 -0.752 0.639
H -1.559 0.292 -1.119
H -1.997 1.105 0.376
H 0.274 1.774 -1.273
H 0.388 2.057 0.457
H 2.012 0.332 0.650
H 1.933 0.068 -1.086
H 0.950 -1.947 0.656
H 0.261 -1.585 -0.934
H -0.831 -0.580 1.726
H -1.443 -1.645 0.448
*
```

SMILES string   C1CCCC1
Orbital gap   0.453 hartree
Energy above the lowest of the compared OMol25 structures with the same formula, charge and spin   0.249 eV
Electronic energy   -5347.01673 eV
M   70.135 g/mol

The following is a quantum chemistry calculation of a single C5H10 molecule at a distorted geometry, from the OMol25 dataset.

The geometry in ORCA input format:
```
! wB97M-V def2-TZVPD RIJCOSX def2/J DEFGRID3
* xyz 0 1
C -1.505 0.133 -1.450
C -0.237 0.379 -0.578
C 0.859 -0.631 -0.588
C 0.144 -0.394 0.683
C 0.876 0.321 1.802
H -1.803 -0.910 -1.309
H -1.208 0.314 -2.464
H -2.283 0.845 -1.145
H 0.045 1.443 -0.398
H 0.590 -1.515 -1.153
H 1.919 -0.286 -0.711
H -0.510 -1.224 1.017
H 0.161 0.857 2.421
H 1.543 1.107 1.472
H 1.409 -0.440 2.401
*
```

SMILES string   C[C@@H]1C[C@H]1C
Orbital gap   0.405 hartree
Energy above the lowest of the compared OMol25 structures with the same formula, charge and spin   1.081 eV
Electronic energy   -5346.18549 eV
M   70.135 g/mol

> The lowest electronic energy belongs to which entry?

number 3

> What is the formula in the first record?

C5H10